1.
{
  "formula": "C40H52FN5O11P",
  "method": "ωB97M-V/def2-TZVPD",
  "total_charge": 1,
  "e_lumo_ev": -2.66,
  "total_energy_ha": -3097.70345,
  "multiplicity": 1,
  "species": ["C", "C", "O", "C", "C", "C", "C", "C", "N", "C", "P", "O", "O", "C", "C", "C", "C", "C", "N", "C", "C", "C", "C", "O", "C", "O", "C", "C", "C", "C", "C", "C", "N", "C", "C", "N", "C", "C", "F", "C", "C", "C", "C", "C", "N", "C", "H", "H", "H", "H", "H", "H", "H", "H", "H", "H", "H", "H", "H", "H", "H", "H", "H", "H", "H", "H", "H", "H", "H", "H", "H", "H", "H", "H", "H", "H", "H", "H", "H", "H", "H", "H", "H", "H", "H", "H", "C", "O", "C", "O", "O", "C", "H", "H", "H", "H", "H", "H", "C", "O", "C", "O", "O", "C", "H", "H", "H", "H", "H", "H"],
  "positions_angstrom": [[1.278789, -3.208612, -2.714066], [0.220176, -2.186439, -2.208522], [-0.415409, -1.462612, -3.239063], [-0.002608, -0.097334, -3.490264], [-1.069020, 0.349305, -4.539446], [-2.301994, -0.278766, -4.529675], [-3.203644, 0.111832, -5.498488], [-2.788852, 1.081455, -6.385996], [-1.611559, 1.663150, -6.443740], [-0.745144, 1.278812, -5.498550], [1.564562, -0.192767, -4.557373], [1.210244, -1.283451, -5.750132], [2.914399, -0.734239, -3.739945], [0.043898, 0.851304, -2.180061], [1.306961, 1.774152, -2.266704], [1.314428, 2.920290, -3.311127], [2.520998, 2.980382, -4.293974], [3.875171, 2.818737, -3.621621], [4.261248, 3.948260, -2.761267], [3.691441, 5.171334, -2.559774], [4.521392, 5.802959, -1.683315], [5.619116, 4.977474, -1.358051], [5.407934, 3.814951, -2.055687], [-1.102352, 1.640149, -2.368656], [-1.526982, 2.723735, -1.600910], [-2.706472, 2.733080, -1.319358], [-0.776291, 3.984049, -1.227349], [-0.136712, 4.242945, -0.038338], [0.475474, 5.450657, 0.164627], [0.472069, 6.435354, -0.779328], [-0.194339, 6.196008, -1.969128], [-0.804355, 4.991042, -2.168338], [0.018579, 0.004371, -0.871039], [0.766820, 0.717188, 0.253841], [0.587104, 0.264418, 1.703980], [-0.014344, 0.943933, 2.585295], [-1.321381, -0.320571, -0.311633], [-2.479326, -0.799697, -1.171359], [-1.849014, 0.705737, 0.436183], [0.843364, -1.242085, -1.179550], [1.299705, -2.105743, 0.003561], [2.589231, -1.889765, 0.473730], [3.011757, -2.693500, 1.508877], [2.119344, -3.638691, 1.973942], [0.885356, -3.851197, 1.567404], [0.494493, -3.065925, 0.564576], [2.279953, -2.964076, -2.350441], [0.998888, -4.235334, -2.495369], [1.327100, -3.060552, -3.798047], [-0.571718, -2.815666, -1.796502], [-2.590416, -1.059470, -3.846826], [-4.194906, -0.312236, -5.575878], [-3.517312, 1.407154, -7.130058], [0.220041, 1.762477, -5.549080], [1.947753, -1.907072, -5.818685], [3.186907, -1.629839, -3.992991], [2.232132, 1.188259, -2.286455], [1.436285, 2.347759, -1.344089], [0.365591, 3.088489, -3.820057], [1.447435, 3.868757, -2.787553], [2.393050, 2.372941, -5.184683], [2.504503, 4.012658, -4.672492], [4.011649, 1.887417, -3.066852], [4.616470, 2.787266, -4.430571], [2.780860, 5.498662, -3.028713], [4.409910, 6.806580, -1.294968], [6.463987, 5.181529, -0.722279], [5.993951, 2.912372, -2.135270], [-0.129112, 3.500241, 0.751863], [0.986792, 5.656355, 1.099004], [0.936046, 7.403285, -0.640163], [-0.268601, 6.934648, -2.758389], [-1.324946, 4.822982, -3.107871], [0.390605, 1.736515, 0.226457], [1.836679, 0.697568, 0.051495], [1.031682, -0.653417, 2.094529], [-0.402874, 1.808777, 2.198694], [-1.180552, -1.125406, 0.418370], [-2.328378, -1.747803, -1.681524], [-3.290998, -0.984484, -0.460267], [-2.872934, -0.020161, -1.823418], [1.777256, -0.871459, -1.613695], [3.211501, -1.121107, 0.027922], [4.001545, -2.612596, 1.937092], [2.471653, -4.290560, 2.772598], [-0.518992, -3.213126, 0.199012], [-0.510476, -4.846397, 6.364045], [-1.435269, -3.834443, 5.956804], [-0.896407, -2.847141, 5.249501], [0.263781, -2.747711, 4.937614], [-1.863223, -1.982725, 4.938441], [-1.407421, -0.864570, 4.174622], [-1.075493, -5.583522, 6.927476], [-0.064156, -5.330130, 5.496677], [0.260918, -4.425787, 7.006538], [-0.989350, -1.203337, 3.231787], [-0.676730, -0.287540, 4.732127], [-2.270029, -0.234556, 3.970533], [-5.215107, -7.016385, 9.754392], [-4.705683, -5.682338, 9.710837], [-4.970547, -5.032140, 8.577648], [-5.577150, -5.471492, 7.636705], [-4.444880, -3.810743, 8.668875], [-4.654778, -2.996211, 7.514667], [-4.935262, -7.431803, 10.718575], [-6.300461, -7.016554, 9.670612], [-4.773066, -7.623106, 8.965667], [-5.718350, -2.836518, 7.342936], [-4.189050, -3.443430, 6.638259], [-4.184552, -2.035415, 7.706624]],
  "forces_ev_per_a": [[0.09, 1.08, -0.58], [0.00, -0.15, -0.18], [-0.31, 0.31, 0.66], [-0.48, -2.32, -0.07], [1.58, -0.56, 1.40], [-0.79, 0.01, -0.65], [0.40, -0.18, 0.53], [-1.37, 0.51, -1.34], [0.42, -0.13, 0.51], [-0.39, 0.60, -0.63], [1.08, 3.12, -1.64], [0.28, -0.44, 1.57], [-0.86, -0.99, -0.08], [0.78, 1.40, -2.48], [0.26, 0.42, 0.95], [0.77, 0.38, -0.61], [-0.73, 0.77, 0.33], [0.26, 0.42, -1.04], [-0.57, -1.83, -0.76], [0.36, -0.30, 0.18], [0.34, 1.60, 0.85], [-0.14, -0.49, -0.26], [0.43, 0.36, 0.46], [0.00, -0.11, 1.41], [-2.57, 0.73, 1.38], [1.40, -0.47, -0.67], [0.62, -0.74, -0.81], [-0.22, -1.13, 0.44], [0.83, 0.54, 1.32], [-0.20, 0.74, -0.99], [0.04, 0.57, -0.14], [-0.71, -0.38, -1.21], [0.66, 0.08, 0.41], [-0.09, 0.65, 0.64], [-0.54, -0.24, 0.65], [0.42, 0.53, -0.64], [-2.33, -1.75, 0.66], [-0.48, 0.20, -0.12], [0.84, 0.66, -0.45], [0.44, -1.87, 0.03], [-0.16, 1.68, -0.84], [-0.04, -0.40, 0.18], [0.25, 0.50, -0.50], [0.70, -1.07, 1.54], [-0.21, 0.37, -0.63], [-0.47, -0.34, 0.28], [-0.11, -0.33, 0.25], [0.14, 0.05, 0.07], [-0.21, -0.39, 0.07], [-0.04, 0.38, 0.28], [0.31, 0.06, 0.12], [0.03, 0.01, 0.03], [0.22, 0.02, -0.01], [0.01, -0.07, 0.13], [-0.25, -0.17, -0.39], [0.08, -0.01, 0.38], [-0.22, -0.15, -0.38], [-0.36, -0.37, 0.07], [0.07, -0.50, -0.16], [-0.23, -0.38, 0.52], [0.28, -0.35, 0.26], [0.01, -0.15, -0.06], [-0.24, 0.07, 0.05], [-0.07, -0.12, 0.09], [0.04, -0.04, -0.04], [-0.21, -0.06, -0.14], [-0.10, 0.14, 0.04], [-0.02, 0.04, 0.03], [0.01, 0.15, 0.05], [-0.10, -0.20, 0.03], [0.12, -0.15, 0.27], [0.12, 0.10, 0.16], [0.03, -0.02, 0.07], [0.28, -0.06, -0.02], [-0.17, 0.07, -0.36], [0.07, 0.03, -0.50], [-0.14, -0.08, 0.07], [0.73, 0.17, -0.11], [0.26, 0.25, -0.13], [0.23, 0.03, 0.13], [0.34, -0.11, -0.16], [-0.30, 0.35, -0.08], [0.10, -0.09, 0.06], [-0.06, -0.03, 0.02], [-0.20, 0.06, -0.04], [0.06, -0.12, 0.10], [0.09, -0.27, 0.16], [-0.02, 0.01, 0.00], [-0.11, -0.06, 0.05], [0.03, 0.01, -0.08], [-0.06, 0.00, 0.00], [-0.19, 0.04, 0.11], [-0.15, 0.12, -0.03], [0.06, 0.11, -0.01], [0.05, 0.04, -0.11], [0.10, -0.11, 0.08], [0.12, -0.10, -0.07], [-0.10, -0.14, 0.10], [-0.06, -0.25, 0.12], [0.04, 0.01, 0.03], [0.04, 0.04, 0.09], [-0.01, -0.02, -0.04], [0.04, 0.04, 0.04], [0.00, 0.24, -0.25], [0.08, 0.17, 0.03], [0.02, 0.01, -0.13], [-0.10, 0.05, -0.08], [0.00, -0.13, -0.04], [-0.09, -0.06, 0.00], [0.07, -0.09, 0.20]]
}

---

2.
{
  "formula": "C40H52N11O10S3Sn",
  "method": "ωB97M-V/def2-TZVPD",
  "total_charge": -1,
  "e_lumo_ev": 2.28,
  "total_energy_ha": -4319.33871,
  "multiplicity": 1,
  "species": ["Sn", "C", "N", "C", "C", "C", "N", "C", "O", "N", "H", "H", "H", "H", "H", "H", "H", "C", "S", "O", "O", "O", "H", "H", "H", "C", "N", "N", "C", "O", "C", "C", "C", "C", "C", "C", "C", "C", "C", "H", "H", "H", "H", "H", "H", "H", "H", "H", "H", "H", "H", "O", "S", "C", "C", "C", "C", "H", "H", "H", "H", "H", "H", "H", "H", "C", "C", "C", "C", "C", "C", "O", "N", "C", "O", "N", "C", "O", "H", "H", "H", "H", "H", "H", "H", "H", "H", "H", "H", "C", "C", "C", "C", "N", "C", "S", "N", "H", "H", "H", "H", "H", "N", "C", "O", "C", "C", "C", "C", "N", "C", "H", "H", "H", "H", "H", "H"],
  "positions_angstrom": [[-0.076751, 0.368720, 0.823130], [4.827570, 1.997974, 1.851183], [4.276201, 0.835708, 1.183050], [5.058587, 0.020140, 0.449590], [4.557440, -1.026394, -0.247084], [3.137484, -1.210857, -0.206824], [2.386540, -0.384580, 0.499610], [2.882193, 0.671871, 1.162971], [2.157148, 1.449833, 1.780717], [2.527598, -2.226373, -0.818701], [5.447164, 2.572348, 1.163169], [5.416317, 1.700844, 2.721618], [3.986665, 2.608947, 2.164861], [6.116562, 0.251067, 0.458053], [5.191825, -1.681547, -0.823827], [2.937339, -2.695972, -1.616087], [1.514568, -2.142617, -0.856740], [2.499766, 0.874602, -3.135083], [2.015230, 2.027579, -1.857509], [3.198038, 2.244280, -1.050651], [1.554145, 3.234911, -2.541237], [0.893814, 1.387053, -1.138080], [3.231858, 1.375767, -3.760699], [1.616271, 0.586300, -3.695251], [2.933413, 0.018050, -2.630254], [-3.795356, -4.349731, -2.038155], [-2.703255, -4.337080, -1.087569], [-2.491916, -3.184650, -0.341527], [-1.142062, -3.045735, -0.058669], [-0.674454, -2.161183, 0.665004], [-0.510741, -4.160804, -0.710740], [-1.463568, -4.855050, -1.373233], [-1.298098, -5.988814, -2.318907], [-3.532678, -2.576849, 0.393232], [-3.529960, -1.201145, 0.586063], [-4.499388, -0.618643, 1.386853], [-5.491367, -1.396063, 1.965496], [-5.507508, -2.765783, 1.747149], [-4.524749, -3.363711, 0.975491], [-4.643488, -3.819659, -1.611664], [-4.086240, -5.382458, -2.225938], [-3.516043, -3.872054, -2.983233], [0.546300, -4.347323, -0.721222], [-0.242733, -6.239664, -2.380238], [-1.638804, -5.697022, -3.314156], [-1.860363, -6.868966, -2.004246], [-2.781766, -0.596966, 0.098124], [-4.461458, 0.445163, 1.572879], [-6.254404, -0.939980, 2.581861], [-6.276426, -3.383533, 2.193423], [-4.506846, -4.438208, 0.842230], [-1.709166, 0.422418, -1.452899], [-1.186676, 0.765778, -2.824087], [-1.818131, 2.490255, -3.063977], [-3.237788, 2.394309, -3.584483], [-3.206290, 1.282741, -4.625907], [-2.514864, 0.108243, -3.953805], [-1.139542, 2.963641, -3.773684], [-1.744077, 2.977311, -2.096456], [-3.593154, 3.336598, -4.009619], [-3.905814, 2.113357, -2.766092], [-2.620072, 1.607860, -5.489865], [-4.209595, 1.019900, -4.971216], [-2.027567, -0.565505, -4.654717], [-3.188658, -0.458246, -3.312091], [1.442491, 0.095404, 5.901515], [1.087032, -1.368640, 5.651568], [-0.260026, -1.542166, 4.925740], [-0.421913, -3.025406, 4.523211], [-1.718796, -3.309788, 3.768107], [-1.395103, -1.188512, 5.862488], [-1.513273, -1.671855, 6.974845], [-2.299056, -0.302472, 5.368699], [-2.229679, 0.399388, 4.134411], [-3.126577, 1.194976, 3.907484], [-1.182957, 0.159101, 3.327343], [-0.228481, -0.722809, 3.638896], [0.731305, -0.910039, 2.877030], [2.409707, 0.157950, 6.400414], [0.692946, 0.580237, 6.529738], [1.507807, 0.628874, 4.953076], [1.035552, -1.905373, 6.600815], [1.858912, -1.818135, 5.025585], [-0.388547, -3.623393, 5.437311], [0.425164, -3.279787, 3.884554], [-2.589924, -3.101066, 4.391479], [-1.748588, -4.360695, 3.478656], [-1.782693, -2.699772, 2.866515], [-3.075595, -0.050408, 5.963337], [3.545779, -4.547805, -5.119125], [2.498935, -3.486824, -5.328149], [2.206433, -2.986893, -6.594531], [1.254083, -1.975442, -6.640697], [0.577865, -1.565438, -5.586179], [0.855207, -2.164247, -4.398762], [-0.149405, -1.832628, -3.072256], [1.870218, -3.059511, -4.242774], [3.724442, -5.112165, -6.033765], [3.219328, -5.225366, -4.332021], [4.486399, -4.089394, -4.807376], [2.700874, -3.346743, -7.485726], [1.011474, -1.485703, -7.581384], [0.685015, 5.850690, -1.681458], [0.231703, 6.311018, -0.503650], [-0.020572, 7.495059, -0.311507], [0.008688, 5.292944, 0.573996], [-0.051240, 5.726795, 1.893009], [-0.343012, 4.814566, 2.889793], [-0.605258, 3.501743, 2.530001], [-0.536006, 3.070979, 1.273718], [-0.211536, 3.940550, 0.321025], [0.836224, 6.543898, -2.394427], [0.998567, 4.898627, -1.868989], [0.116778, 6.774404, 2.103425], [-0.392684, 5.122288, 3.925084], [-0.908187, 2.759820, 3.258903], [-0.135317, 3.537558, -0.677850]],
  "forces_ev_per_a": [[0.15, -0.13, 0.08], [0.05, 0.18, 0.06], [-0.27, 0.01, -0.02], [-0.09, -0.22, -0.11], [-0.01, 0.04, -0.13], [0.37, 0.34, 0.49], [-0.43, -0.31, -0.19], [0.66, -0.03, 0.37], [-0.32, -0.03, -0.15], [-0.39, -0.16, -0.26], [-0.03, -0.03, -0.04], [-0.04, 0.01, -0.01], [0.08, 0.03, 0.04], [-0.03, -0.01, 0.01], [0.04, 0.03, 0.01], [-0.02, 0.15, 0.10], [0.01, -0.13, -0.23], [-0.27, 0.36, 0.41], [0.04, 0.13, -0.56], [0.18, -0.09, 0.26], [-0.11, 0.04, -0.15], [0.44, 0.23, -0.01], [0.06, 0.02, -0.03], [-0.06, -0.09, -0.07], [0.02, -0.16, -0.08], [0.04, 0.18, -0.29], [-0.05, -0.33, 0.21], [0.19, 0.38, -0.25], [0.01, -0.20, 0.01], [0.07, -0.09, -0.08], [-0.04, 0.01, -0.05], [0.03, 0.07, 0.38], [-0.08, 0.10, -0.03], [-0.31, -0.13, 0.29], [0.11, -0.04, -0.09], [-0.02, -0.03, 0.06], [-0.05, -0.01, 0.00], [-0.02, -0.07, -0.03], [0.09, 0.00, -0.02], [0.01, -0.05, 0.01], [0.00, 0.02, 0.02], [-0.01, 0.04, 0.04], [0.07, -0.01, -0.01], [0.01, -0.04, -0.03], [0.03, -0.03, -0.04], [-0.02, -0.01, 0.01], [0.03, 0.02, -0.08], [0.00, 0.04, 0.00], [0.02, 0.04, 0.04], [-0.02, 0.01, 0.03], [0.02, -0.01, -0.01], [0.08, -0.30, 0.39], [-1.30, 0.86, -0.66], [0.09, -0.27, 0.06], [-0.11, 0.07, -0.15], [-0.05, 0.09, 0.19], [0.51, 0.14, -0.32], [0.02, 0.10, -0.02], [0.15, 0.06, 0.05], [0.01, 0.04, 0.09], [-0.02, 0.02, -0.01], [-0.06, 0.01, -0.04], [0.06, -0.05, -0.05], [0.00, -0.06, 0.06], [0.13, 0.01, 0.17], [-0.04, -0.23, -0.05], [-0.06, 0.24, 0.05], [0.39, -0.38, -0.01], [-0.28, 0.01, -0.07], [0.13, 0.04, 0.13], [0.05, 0.10, -0.05], [0.04, -0.03, -0.06], [-0.14, 0.15, -0.03], [-0.23, -0.10, 0.42], [0.06, -0.01, -0.06], [0.29, 0.15, -0.47], [-0.20, 0.00, 0.38], [-0.08, 0.11, -0.14], [0.00, 0.12, 0.04], [0.02, 0.05, 0.04], [0.05, 0.12, 0.01], [-0.02, -0.09, -0.07], [-0.05, -0.07, 0.02], [0.12, 0.01, -0.02], [0.06, 0.01, 0.09], [-0.07, -0.03, -0.01], [-0.09, -0.01, -0.06], [-0.03, -0.04, -0.06], [0.01, -0.01, -0.03], [-0.03, 0.09, -0.04], [-0.04, 0.05, -0.04], [-0.04, 0.06, 0.00], [0.09, -0.17, -0.02], [0.02, 0.13, -0.08], [-0.03, -0.18, -0.02], [0.18, -0.73, 0.58], [0.08, -0.04, -0.03], [0.04, 0.00, -0.02], [0.04, 0.00, 0.02], [0.02, -0.02, 0.01], [0.03, 0.00, 0.00], [0.03, -0.01, -0.01], [0.10, -0.07, -0.24], [-0.04, 0.04, -0.09], [0.08, -0.06, 0.12], [-0.08, -0.13, 0.16], [-0.02, -0.04, -0.11], [-0.03, 0.08, -0.03], [-0.11, -0.07, 0.10], [0.17, -0.09, -0.03], [0.01, 0.34, 0.04], [-0.01, -0.01, 0.01], [0.00, 0.01, 0.09], [0.00, 0.02, 0.00], [-0.03, -0.06, 0.03], [0.07, -0.01, 0.05], [-0.03, -0.04, -0.09]]
}

---

| no. | HOMO energy (eV) |
| --- | --- |
| 1 | -10.39 |
| 2 | -4.47 |